Here is 2 unconnected molecules or ions with the total composition C3H12N2OS in a non-equilibrium geometry from the Open Molecules 2025 dataset. Energies are from the ωB97M-V functional and the def2-TZVPD basis.

XYZ file:
```
19
Properties=species:S:1:pos:R:3:forces:R:3:nbo_charge:R:1
C 0.5428 1.1521 -0.7830 0.2 -1.3 -1.1 -0.25
C 2.0200 0.7806 -0.6257 0.5 0.5 1.1 -0.52
S 3.0007 2.1832 -1.2175 -0.2 0.9 -0.2 -0.08
N -0.2462 0.2494 0.0491 1.1 0.9 -0.2 -0.67
C -0.1536 -1.2117 -0.2123 -2.2 1.3 1.4 -0.07
N -0.8161 -1.8804 0.9125 0.7 -0.8 -1.4 -0.88
H 0.3829 2.1684 -0.4595 -0.1 0.4 0.3 0.20
H 0.3282 1.1573 -1.9067 0.0 -0.2 1.0 0.15
H 2.3268 -0.1073 -1.1501 -0.1 -0.3 -0.3 0.21
H 2.2518 0.6425 0.4528 -0.3 0.0 -0.6 0.22
H 4.1720 1.6500 -1.5397 0.2 -0.5 0.0 0.11
H -1.2166 0.5424 -0.0011 -0.1 -0.2 0.3 0.37
H -0.8560 -1.3278 -1.0372 0.7 -0.9 -0.7 0.16
H 0.8765 -1.5200 -0.3522 -0.1 -0.2 -0.2 0.17
H -1.7228 -1.4244 1.0142 0.1 -0.1 0.6 0.41
H -0.2599 -1.8614 1.7524 -0.2 0.4 0.2 0.34
H -3.8653 -1.1263 1.9097 -0.3 0.4 0.3 0.35
H -3.4068 0.4084 1.8091 -0.3 -0.2 0.3 0.30
O -3.3583 -0.4750 1.3851 0.5 -0.1 -0.7 -1.50
```
Forces are in eV/Å.

Relative energy (zero: lowest compared OMol25 entry of this formula, charge and spin) in kcal per mole: 16.6
Total charge: -1
LUMO level (alpha / beta) in eV: 2.5817 / 2.4861
HOMO level (alpha / beta) in eV: 0.9 / -5.6
Spin multiplicity: 2
Frontier orbital gap (alpha / beta) in eV: 1.69 / 8.06